ORCA calculation (wB97M-V/def2-TZVPD) on C27H52OsP2Si as an isolated structure at a distorted geometry.

```
! RIJCOSX wB97M-V def2-TZVPD def2/J DEFGRID3
* xyz 2 5
Os 0.470 0.310 -0.285
C 0.807 -0.341 2.365
C 0.293 1.056 2.000
C -1.477 -0.270 2.848
C -0.299 -1.096 2.798
C -1.118 1.019 2.456
C 2.112 -0.614 3.008
H 2.739 0.277 3.145
H 2.733 -1.383 2.515
H 1.923 -0.983 4.026
C -0.249 -2.406 3.497
H 0.762 -2.822 3.458
H -0.935 -3.156 3.089
H -0.537 -2.256 4.545
C -2.826 -0.708 3.287
H -2.876 -0.806 4.387
H -3.131 -1.676 2.859
H -3.586 0.031 2.979
C -2.008 2.181 2.720
H -2.477 2.118 3.724
H -2.841 2.227 1.987
H -1.464 3.139 2.657
C 1.051 2.280 2.450
H 0.681 2.633 3.435
H 0.925 3.111 1.755
H 2.128 2.128 2.562
C 1.216 -0.072 -2.747
C 2.589 0.137 -2.239
C 3.342 1.436 -2.547
C 2.436 2.770 -2.563
C 1.156 2.511 -1.818
C -0.067 2.260 -2.612
C -0.031 1.615 -4.086
C 1.076 0.602 -4.125
H 3.825 1.330 -3.532
H 2.322 3.136 -3.615
H 4.197 1.591 -1.865
H 2.023 1.062 -4.452
H 0.809 -1.090 -2.759
H 3.102 -0.694 -2.695
H 0.940 -0.172 -4.894
H -0.975 1.137 -4.383
H -0.735 3.131 -2.788
H 0.090 2.352 -4.914
H 3.006 3.542 -1.986
H 0.886 3.393 -1.229
P 2.709 -0.382 -0.467
C 2.700 -2.141 -0.563
C 3.605 0.906 0.477
P -1.966 1.748 -0.443
C -0.666 1.221 -1.564
C -1.554 3.589 -0.213
C -3.118 1.444 -1.841
H 1.729 -2.570 -0.264
H 3.455 -2.585 0.080
H 2.914 -2.441 -1.599
H 3.393 1.923 0.087
H 4.682 0.737 0.488
H 3.266 0.906 1.528
H -2.532 1.515 -2.767
H -3.944 2.158 -1.828
H -3.470 0.415 -1.697
H -0.843 0.427 -2.273
H 1.362 1.626 -1.104
H -2.376 4.063 0.349
H -1.443 4.060 -1.197
H -0.622 3.683 0.376
C -2.971 -3.711 1.471
Si -1.685 -3.143 0.163
C -0.123 -4.088 0.528
C -2.466 -3.855 -1.425
C -1.262 -1.228 -0.039
H -3.267 -4.748 1.230
H -3.883 -3.102 1.416
H -2.628 -3.732 2.512
H -0.327 -4.959 1.167
H 0.307 -4.451 -0.410
H 0.586 -3.440 1.050
H -3.492 -3.485 -1.566
H -1.872 -3.592 -2.310
H -2.520 -4.957 -1.369
H -2.026 -0.759 0.648
H -1.659 -1.021 -1.051
*
```

## Properties
**Energy above the lowest of the compared OMol25 structures with the same formula, charge and spin**: 157.5 kcal per mole
**Expectation value of S²**: 6.032
**LUMO energy (spin up / spin down)**: -6.63 / -8.15 eV
**E_tot**: -57740.455 eV
**E_HOMO (spin up / spin down)**: -12.42 / -13.89 eV